C7H11BrSi | wB97M-V/def2-TZVPD

The geometry in XYZ format:
```
20
Properties=species:S:1:pos:R:3
C 2.35 0.23 -1.49
Si 1.11 -0.16 -0.11
C 0.28 -1.83 -0.50
C -0.29 1.08 0.09
C -0.43 2.38 -0.20
Br 0.86 3.47 -1.05
C -1.71 2.91 0.22
C -2.39 1.93 0.82
C -1.58 0.67 0.84
H 2.88 1.16 -1.32
H 3.09 -0.56 -1.55
H 1.86 0.30 -2.46
H 1.81 -0.23 1.19
H 1.02 -2.63 -0.51
H -0.47 -2.09 0.23
H -0.20 -1.81 -1.48
H -2.01 3.93 0.07
H -3.38 1.99 1.24
H -1.27 0.49 1.88
H -2.22 -0.23 0.61
```

Summary:
LUMO level: 0.0273 hartree
total energy: -85357.1268 eV
gap between HOMO and LUMO: 9.40 eV
HOMO level: -8.65 eV
ΔE to the lowest compared entry with this formula, charge and spin: 69.97 kJ/mol